Computed, not measured: a molecular structure, C43H57BaGeN8O5S2Se, with ωB97M-V/def2-TZVPD.

XYZ file:
```
118
Properties=species:S:1:pos:R:3:mulliken_charge:R:1
Ba -0.182 -0.973 0.554 0.577
N -2.989 -1.565 0.921 -0.382
C -3.604 -0.274 1.222 -0.046
C -3.129 0.274 2.565 -1.220
N -1.684 0.516 2.649 1.016
C -1.351 1.933 2.461 -0.517
C -1.657 2.481 1.080 -1.026
N -0.853 1.816 0.054 0.146
C -1.094 0.060 3.912 -0.659
C -1.090 -1.443 4.127 -0.965
N -0.263 -2.144 3.148 0.032
H -3.150 -1.846 -0.042 0.116
H -3.328 -2.305 1.524 0.171
H -4.701 -0.306 1.247 0.497
H -3.325 0.407 0.416 -0.223
H -3.422 -0.434 3.344 0.502
H -3.683 1.199 2.776 0.350
H -0.278 2.040 2.634 0.179
H -1.869 2.550 3.214 0.293
H -1.492 3.565 1.107 0.509
H -2.711 2.351 0.831 0.158
H 0.116 2.113 0.127 0.085
H -1.208 2.019 -0.877 0.128
H -1.602 0.528 4.774 0.076
H -0.063 0.418 3.927 0.083
H -2.108 -1.835 4.057 0.502
H -0.768 -1.626 5.160 0.674
H -0.315 -3.146 3.282 0.202
H 0.722 -1.881 3.237 -0.187
S -1.080 -6.075 -0.334 -0.511
C -0.017 -6.059 1.034 0.954
C 0.312 -7.089 1.909 -0.561
C 1.231 -6.827 2.910 -0.583
C 1.819 -5.564 3.028 -0.861
C 1.490 -4.540 2.159 -0.496
C 0.547 -4.782 1.157 -0.859
N 0.128 -3.862 0.213 1.145
C -0.697 -4.381 -0.645 -0.332
C -1.265 -3.673 -1.800 1.364
C -1.874 -4.423 -2.819 -0.867
C -2.390 -3.784 -3.930 -0.800
C -2.302 -2.396 -4.010 -0.522
C -1.696 -1.674 -2.989 -1.245
C -1.134 -2.268 -1.843 0.226
H -0.132 -8.070 1.804 0.409
H 1.504 -7.613 3.602 0.389
H 2.553 -5.388 3.804 0.468
H 1.961 -3.566 2.229 0.447
H -1.927 -5.506 -2.761 0.356
H -2.852 -4.355 -4.725 0.394
H -2.711 -1.882 -4.874 0.414
H -1.662 -0.592 -3.098 0.572
C 4.204 -3.573 -4.918 -1.213
Ge 3.205 -3.288 -3.253 0.554
C 2.191 -1.628 -3.375 -0.877
C 2.052 -4.836 -2.897 -0.669
C 4.450 -3.253 -1.723 -1.120
Se 3.667 -2.547 -0.065 0.170
C 4.118 -0.699 -0.429 0.064
H 3.510 -3.669 -5.754 0.357
H 4.802 -4.484 -4.862 0.356
H 4.873 -2.736 -5.124 0.358
H 1.511 -1.669 -4.227 0.422
H 2.843 -0.762 -3.496 0.439
H 1.571 -1.516 -2.487 -0.038
H 1.210 -4.896 -3.586 0.354
H 1.658 -4.734 -1.882 -0.191
H 2.627 -5.761 -2.953 0.423
H 5.357 -2.671 -1.895 0.447
H 4.759 -4.276 -1.505 0.450
H 3.743 -0.421 -1.409 0.280
H 5.196 -0.556 -0.382 0.424
H 3.626 -0.098 0.327 -0.726
C 5.220 3.618 6.312 -1.528
C 4.468 2.751 5.338 0.636
C 4.493 3.005 3.975 -0.789
C 3.812 2.209 3.062 0.718
C 3.920 2.563 1.599 -1.313
C 3.088 1.097 3.522 0.486
C 3.064 0.818 4.898 1.041
C 2.303 -0.340 5.503 -1.723
C 3.743 1.656 5.777 -0.724
C 2.329 0.222 2.535 -0.013
O 2.438 -1.024 2.613 -0.620
O 1.615 0.817 1.676 -0.287
H 5.588 4.524 5.831 0.360
H 6.079 3.085 6.725 0.296
H 4.584 3.911 7.149 0.360
H 5.058 3.855 3.606 0.298
H 4.427 3.519 1.477 0.430
H 2.942 2.611 1.129 -0.025
H 4.501 1.811 1.061 0.243
H 2.210 -1.165 4.805 0.088
H 1.305 -0.020 5.816 0.280
H 2.816 -0.701 6.396 0.572
H 3.709 1.432 6.840 0.439
O -4.411 8.956 -7.619 -0.679
S -4.129 7.541 -7.516 1.179
O -2.723 7.198 -7.426 -0.670
O -4.915 6.690 -8.393 -0.687
C -4.788 7.061 -5.881 0.104
N -5.771 7.788 -5.341 -0.493
C -6.187 7.413 -4.141 -0.296
C -5.651 6.335 -3.457 -0.703
C -4.657 5.626 -4.113 0.450
N -4.231 5.992 -5.315 -0.349
C -3.985 4.436 -3.523 1.179
C -2.775 3.998 -4.050 -0.717
C -2.156 2.899 -3.481 -0.352
N -2.655 2.213 -2.448 -0.385
C -3.822 2.634 -1.959 -0.284
C -4.516 3.725 -2.453 -0.843
H -6.985 8.004 -3.702 0.413
H -5.988 6.082 -2.461 0.297
H -2.347 4.520 -4.895 0.596
H -1.213 2.539 -3.877 0.453
H -4.233 2.058 -1.135 0.417
H -5.469 3.992 -2.015 0.308
```

- HOMO energy: -5.443 eV
- Orbital gap: 6.666 eV
- Maximum force: 0.603 eV/Å
- Energy above the lowest of the compared OMol25 structures with the same formula, charge and spin: 4.9 kcal per mole
- Energy: -211906.9689 eV
- Net charge: -1
- LUMO energy: 1.223 eV


Computed, not measured: 2 unconnected molecules or ions with the total composition C5H10BrNO at a distorted geometry, with ωB97M-V/def2-TZVPD.

XYZ file:
```
18
Properties=species:S:1:pos:R:3:mulliken_charge:R:1
C 1.590 -0.826 0.827 0.454
C 0.042 1.970 0.139 -1.549
C -0.679 0.033 -1.464 -1.483
C -0.789 -0.366 0.862 -1.183
C -0.815 0.749 -0.085 0.943
N 1.519 -2.114 1.298 -0.389
O 2.478 -0.085 0.654 -0.398
Br -2.946 1.221 -0.362 -0.290
H 0.120 2.120 1.180 0.378
H 0.990 1.963 -0.314 0.376
H -0.428 2.750 -0.375 0.506
H 0.014 -0.718 -1.360 0.343
H -1.563 -0.310 -1.920 0.470
H -0.376 0.804 -2.125 0.470
H -1.099 -1.266 0.517 0.539
H -0.924 -0.114 1.946 0.326
H 0.719 -2.533 1.682 0.247
H 2.256 -2.566 1.770 0.239
```

- HOMO energy (alpha / beta): -8.303 / -8.302 eV
- Orbital gap (alpha / beta): 7.910 / 7.911 eV
- Maximum force: 5.788 eV/Å
- Energy above the lowest of the compared OMol25 structures with the same formula, charge and spin: 66.8 kcal per mole
- Energy: -78924.1551 eV
- Net charge: 0
- LUMO energy (alpha / beta): -0.392 / -0.391 eV


Computed, not measured: 9 unconnected molecules or ions with the total composition C17H50BF4O9 at a distorted geometry, with ωB97M-V/def2-TZVPD.

XYZ file:
```
81
Properties=species:S:1:pos:R:3:mulliken_charge:R:1
B -20.961 -9.983 -11.231 0.620
F -22.042 -9.822 -12.086 -0.404
F -19.999 -9.079 -11.529 -0.385
F -21.413 -9.756 -9.955 -0.397
F -20.457 -11.323 -11.348 -0.436
O -19.952 -12.969 -16.962 -0.654
H -20.250 -12.337 -17.617 0.314
H -20.076 -12.523 -16.124 0.340
O -18.843 -16.107 -10.136 -0.653
H -18.110 -16.084 -9.521 0.312
H -19.033 -15.186 -10.316 0.342
C -21.025 -2.482 -14.061 -0.341
C -21.610 -2.417 -12.699 -0.455
O -20.716 -2.946 -11.693 -0.507
O -19.962 -1.642 -14.322 -0.482
H -21.839 -2.315 -14.767 0.262
H -20.628 -3.480 -14.246 0.298
H -22.609 -2.826 -12.551 0.306
H -21.856 -1.375 -12.500 0.299
H -20.600 -3.886 -11.846 0.316
H -20.345 -0.766 -14.233 0.305
C -26.046 -15.083 -12.091 -1.125
C -26.420 -14.586 -10.663 0.250
C -25.426 -15.109 -9.591 -1.218
O -26.231 -13.181 -10.643 -0.555
H -24.963 -15.062 -12.211 0.294
H -26.584 -14.621 -12.919 0.319
H -26.247 -16.149 -12.200 0.351
H -27.395 -14.938 -10.326 0.303
H -24.400 -14.758 -9.709 0.358
H -25.383 -16.197 -9.635 0.328
H -25.684 -14.729 -8.603 0.326
H -25.292 -13.024 -10.762 0.370
C -14.276 -12.085 -11.586 -1.261
C -12.983 -11.304 -11.412 0.670
C -13.084 -9.836 -11.676 -1.350
O -12.444 -11.581 -10.157 -0.543
H -14.916 -11.842 -10.738 0.334
H -14.164 -13.166 -11.505 0.335
H -14.819 -11.964 -12.523 0.349
H -12.334 -11.592 -12.240 0.119
H -13.554 -9.621 -12.636 0.362
H -12.119 -9.331 -11.645 0.321
H -13.755 -9.397 -10.937 0.337
H -12.166 -12.499 -10.183 0.331
C -18.145 -6.937 -2.865 -1.298
C -18.630 -7.175 -4.298 0.517
C -17.827 -6.542 -5.417 -1.159
O -18.574 -8.567 -4.544 -0.566
H -17.134 -7.258 -2.613 0.331
H -18.820 -7.389 -2.139 0.309
H -18.143 -5.864 -2.671 0.359
H -19.698 -6.969 -4.373 0.226
H -16.774 -6.818 -5.353 0.290
H -18.022 -5.475 -5.521 0.329
H -18.250 -6.894 -6.358 0.351
H -19.024 -8.712 -5.379 0.312
C -26.095 -8.363 -19.280 -1.268
C -25.709 -8.308 -17.781 0.545
C -26.383 -9.495 -17.003 -1.310
O -24.335 -8.453 -17.476 -0.567
H -26.049 -9.350 -19.741 0.328
H -25.373 -7.830 -19.898 0.337
H -27.135 -8.108 -19.481 0.354
H -26.097 -7.355 -17.422 0.141
H -27.463 -9.426 -17.133 0.349
H -26.398 -9.329 -15.926 0.421
H -26.072 -10.500 -17.286 0.325
H -24.172 -8.589 -16.540 0.345
C -27.095 -9.473 -4.948 -1.312
C -28.656 -9.448 -5.137 0.569
C -29.241 -8.078 -5.278 -1.305
O -29.066 -10.060 -6.319 -0.556
H -26.507 -8.950 -5.702 0.382
H -26.736 -10.492 -4.807 0.369
H -26.917 -9.103 -3.938 0.365
H -29.196 -9.930 -4.322 0.173
H -28.994 -7.388 -4.471 0.364
H -30.311 -8.044 -5.484 0.315
H -28.725 -7.562 -6.087 0.301
H -28.343 -10.229 -6.927 0.335
```

- HOMO energy: -7.826 eV
- Orbital gap: 10.157 eV
- Maximum force: 2.728 eV/Å
- Energy: -48419.3409 eV
- Net charge: -1
- LUMO energy: 2.330 eV


Computed, not measured: 2 unconnected molecules or ions with the total composition H3O2 at a distorted geometry, with ωB97M-V/def2-TZVPD.

XYZ file:
```
5
Properties=species:S:1:pos:R:3:mulliken_charge:R:1
O -0.687 -0.936 -0.453 -0.866
H 0.013 -1.479 -0.009 0.228
O 0.138 1.223 0.367 -0.964
H 0.979 1.155 -0.118 0.202
H -0.444 0.037 0.214 0.401
```

- HOMO energy: -3.139 eV
- Orbital gap: 8.770 eV
- Maximum force: 2.140 eV/Å
- Energy above the lowest of the compared OMol25 structures with the same formula, charge and spin: 7.7 kcal per mole
- Energy: -4143.4957 eV
- Net charge: -1
- LUMO energy: 5.630 eV


Computed, not measured: a molecular structure, CHF3NO4S2Yb at a distorted geometry, with ωB97M-V/def2-TZVPD.

XYZ file:
```
13
Properties=species:S:1:pos:R:3:mulliken_charge:R:1
N 1.841 -0.549 -0.286 -0.460
S 1.024 -2.039 -0.515 -0.046
O -0.314 -2.067 0.514 -0.633
S 1.087 0.774 -0.630 1.023
O -0.377 0.618 -0.973 -0.646
O 1.792 1.729 -1.490 -0.651
C 1.018 1.667 1.005 0.690
F 0.431 0.909 1.918 -0.224
F 2.251 1.947 1.405 -0.236
F 0.338 2.799 0.885 -0.238
Yb -1.717 -1.275 -0.855 1.161
O -3.736 -1.814 -0.467 -0.927
H -4.448 -1.992 -1.080 0.187
```

- HOMO energy (alpha / beta): -3.164 / -3.166 eV
- Orbital gap (alpha / beta): 5.793 / 5.795 eV
- Maximum force: 2.323 eV/Å
- Energy above the lowest of the compared OMol25 structures with the same formula, charge and spin: 0.0 kcal per mole
- Energy: -72088.0846 eV
- Net charge: -1
- LUMO energy (alpha / beta): 2.630 / 2.629 eV